# C37H35IrN3P2

A structure of composition C37H35IrN3P2 (ωB97M-V with the def2-TZVPD basis set, the Open Molecules 2025 dataset).

Positions of all 78 atoms, in Å:
Ir  0.11248  0.10320  -0.21554
N  1.30662  -0.35189  -3.23770
C  0.49568  0.76144  -3.18792
C  0.10913  1.33578  -4.40778
C  -0.60531  2.50594  -4.40801
C  -0.92623  3.10422  -3.18527
C  -0.55504  2.46435  -2.03649
N  0.12310  1.28723  -2.01479
C  2.19879  -0.82449  -2.28916
C  3.27854  -1.58328  -2.74959
C  4.27473  -1.94146  -1.87332
C  4.18483  -1.51898  -0.54766
C  3.06771  -0.83327  -0.15891
N  2.04721  -0.51371  -0.99606
H  1.52404  -0.65384  -4.17487
H  0.41833  0.87018  -5.33519
H  -0.89252  2.96849  -5.34320
H  -1.45428  4.04530  -3.13410
H  -0.78216  2.88813  -1.07254
H  3.34361  -1.83695  -3.79979
H  5.12705  -2.51055  -2.22013
H  4.95954  -1.73523  0.17331
H  2.96469  -0.50371  0.86356
C  -2.12138  -0.34149  2.97574
C  -0.88400  -1.22364  3.12591
P  0.42311  -0.95333  1.86578
C  1.31275  -2.51849  1.86609
C  1.44313  -3.27070  0.69895
C  2.07097  -4.50615  0.73163
C  2.58032  -4.99297  1.92721
C  2.44734  -4.25383  3.09631
C  1.80986  -3.02467  3.07109
C  1.40318  0.45498  2.39460
C  1.34381  1.51321  1.49005
C  2.09279  2.66449  1.63592
C  2.91392  2.75972  2.75774
C  2.97224  1.72996  3.68801
C  2.21855  0.57499  3.51308
C  -2.79374  -0.65759  1.62957
P  -2.10222  0.43451  0.36614
C  -2.17385  -0.39974  -1.21496
C  -1.31103  -1.54344  -1.22260
C  -1.01618  -2.17610  -2.45649
C  -1.57201  -1.69798  -3.61264
C  -2.40582  -0.56192  -3.58758
C  -2.68324  0.10335  -2.41494
C  -2.94545  1.99616  0.49009
C  -2.28411  3.13326  0.95688
C  -2.98624  4.31680  1.11793
C  -4.33983  4.36462  0.80772
C  -5.00128  3.23280  0.34563
C  -4.31216  2.04121  0.19298
H  -1.84430  0.71639  3.04066
H  -2.81199  -0.51999  3.79782
H  -1.16295  -2.27713  3.06213
H  -0.39371  -1.07534  4.09134
H  1.04927  -2.90180  -0.24075
H  2.16514  -5.09014  -0.17434
H  3.07404  -5.95519  1.95264
H  2.82947  -4.64162  4.03078
H  1.69432  -2.47801  3.99885
H  0.62240  1.57435  0.60197
H  2.03205  3.47566  0.92346
H  3.50587  3.65345  2.90468
H  3.61538  1.82456  4.55254
H  2.28548  -0.22171  4.24247
H  -3.87450  -0.50828  1.63891
H  -2.60953  -1.69583  1.34748
H  -1.11750  -2.10160  -0.31806
H  -0.43026  -3.08678  -2.46537
H  -1.40483  -2.21258  -4.55030
H  -2.84543  -0.21338  -4.51426
H  -3.29908  0.99355  -2.41424
H  -1.23214  3.09236  1.22078
H  -2.48268  5.19891  1.48957
H  -4.88781  5.28860  0.93617
H  -6.05669  3.27755  0.11356
H  -4.84000  1.15909  -0.15316

Force components x, y, z for each atom (eV/Å):
-0.0850 -0.0074 -0.0169
-0.2257 -0.1810 0.1629
0.2709 0.1922 -0.0482
0.0878 0.0110 0.0412
-0.0373 0.0557 0.0265
0.0292 -0.0112 -0.0514
0.1184 0.0146 -0.0118
-0.1589 -0.0951 -0.0961
0.1907 0.1441 -0.1142
0.0192 0.0301 0.0161
-0.0117 0.0089 0.0096
0.0013 0.0044 -0.0213
0.0404 0.1259 0.0147
-0.0326 -0.1530 0.0418
-0.0179 -0.0068 -0.0217
0.0145 0.0177 0.0014
-0.0010 0.0034 0.0016
0.0017 0.0021 0.0017
-0.0916 0.0131 0.0675
0.0039 0.0061 -0.0008
-0.0036 -0.0043 0.0030
0.0059 0.0043 -0.0066
0.0094 -0.0381 -0.0470
0.1189 -0.0387 -0.0596
-0.0581 0.1698 -0.0976
-0.1179 -0.3381 -0.2045
0.0744 0.0664 0.0503
-0.1002 -0.0474 0.0102
-0.0020 0.0094 0.0005
0.0074 -0.0028 0.0026
-0.0027 -0.0037 0.0075
-0.0018 0.0084 0.0009
0.0182 0.0192 0.4116
0.2556 -0.3801 -0.0815
0.0479 0.0363 -0.0208
-0.0564 0.0496 -0.0256
-0.0009 -0.0086 -0.0193
0.0533 0.0384 -0.0269
0.1293 0.0946 0.1025
-0.0211 -0.1499 -0.1879
-0.2218 -0.2092 0.0017
0.4221 0.3897 0.0670
-0.1827 -0.0338 -0.0982
-0.0581 -0.0958 0.0113
0.0278 -0.0807 -0.0859
-0.0142 0.0729 0.1815
0.0183 -0.0383 -0.1854
0.0139 -0.0151 0.0565
0.0011 -0.0012 -0.0059
-0.0002 0.0173 0.0100
-0.0097 -0.0205 -0.0012
0.0157 0.0435 -0.0159
-0.0674 0.0292 0.0405
0.0207 -0.0895 0.0100
0.0220 -0.0161 0.0135
-0.0085 0.0040 0.0102
0.0361 0.0405 -0.0144
-0.0121 -0.0009 0.0042
-0.0069 -0.0013 -0.0001
0.0100 0.0049 -0.0028
0.0035 0.0185 0.0065
-0.2110 0.5276 0.0969
0.0424 -0.0098 -0.0294
-0.0054 -0.0024 0.0031
-0.0118 0.0094 0.0065
0.0088 -0.0236 -0.0186
0.0162 0.0974 0.0242
-0.0900 -0.0336 -0.0202
-0.2436 -0.2367 0.0639
0.0426 0.0288 0.0210
0.0073 0.0138 0.0019
-0.0184 -0.0105 0.0103
-0.0287 -0.0342 0.0107
0.0001 0.0047 0.0023
-0.0061 -0.0039 0.0074
0.0076 0.0024 -0.0046
0.0020 -0.0010 0.0019
0.0063 -0.0059 0.0049

Calculated values
Charge   +3
Maximum force   0.01125 hartree/bohr
E   -2381.3996 Ha


# C37H36AuBrNO3Sb2

A structure of composition C37H36AuBrNO3Sb2 (ωB97M-V with the def2-TZVPD basis set, the Open Molecules 2025 dataset).

Positions of all 81 atoms, in Å:
Au  -2.01276  -1.48538  0.75276
N  -3.16500  -3.98827  3.86275
C  -2.65147  -3.36874  2.81063
O  -2.96989  -2.18352  2.56092
C  -1.65133  -4.06904  1.93555
C  -1.69854  -3.49110  0.51792
H  -3.80746  -3.49402  4.46252
H  -2.92605  -4.93939  4.08239
H  -1.80540  -5.15049  1.94349
H  -0.67011  -3.88684  2.38631
H  -2.56936  -3.86184  -0.02711
H  -0.80329  -3.76723  -0.02893
C  1.77428  -2.60067  0.59233
C  2.01843  -2.09285  -0.82352
C  0.82529  -2.30141  -1.75475
Sb  -0.76400  -0.90340  -1.38062
C  -1.84926  -1.11621  -3.15743
C  -2.44556  -0.02737  -3.78552
C  -3.09028  -0.21415  -4.99952
C  -3.15263  -1.47667  -5.57329
C  -2.56197  -2.56166  -4.94220
C  -1.90062  -2.38139  -3.73626
C  0.37671  0.85282  -1.28430
C  1.05636  1.23245  -2.43678
C  1.82206  2.39061  -2.43053
C  1.90630  3.15826  -1.27786
C  1.23764  2.76582  -0.12593
C  0.47369  1.60753  -0.12072
Sb  3.15124  -1.90898  2.13687
C  1.86307  -0.29149  2.72237
C  0.52137  -0.55029  3.00594
C  -0.33212  0.45230  3.44597
C  0.15468  1.74033  3.62463
C  1.49437  2.00651  3.38004
C  2.34175  0.99882  2.93479
C  4.48421  -0.79579  0.89286
C  4.13612  0.36448  0.20129
C  5.06091  1.00641  -0.60932
C  6.34625  0.49710  -0.74123
C  6.70582  -0.65308  -0.05656
C  5.77981  -1.29206  0.75872
H  1.77317  -3.69309  0.61015
H  0.79592  -2.27201  0.95414
H  2.89224  -2.59632  -1.24556
H  2.27718  -1.03301  -0.81388
H  0.45009  -3.32543  -1.73064
H  1.09147  -2.08466  -2.79358
H  -2.41818  0.95062  -3.32736
H  -3.55075  0.62949  -5.49618
H  -3.66404  -1.61557  -6.51653
H  -2.61030  -3.54551  -5.38933
H  -1.42787  -3.23194  -3.25847
H  0.98741  0.64446  -3.34597
H  2.34435  2.69396  -3.32836
H  2.49525  4.06630  -1.27651
H  1.31001  3.35884  0.77597
H  -0.03406  1.30804  0.78970
H  0.12790  -1.55936  2.90381
H  -1.37302  0.23091  3.64638
H  -0.50340  2.52842  3.96761
H  1.88573  3.00362  3.54074
H  3.38379  1.23101  2.74835
H  3.13965  0.78203  0.29402
H  4.77567  1.90727  -1.13815
H  7.06711  1.00014  -1.37248
H  7.70795  -1.05089  -0.14955
H  6.07994  -2.18406  1.29782
Br  -4.13231  7.07855  1.52405
C  -3.70166  5.28865  1.10957
C  -3.63633  4.35235  2.13116
C  -3.31545  3.04154  1.82339
C  -3.06596  2.67233  0.50522
C  -3.13891  3.62321  -0.50712
C  -3.45704  4.93689  -0.20974
C  -2.68508  1.27530  0.16755
O  -2.49505  0.93870  -1.01232
O  -2.52793  0.47748  1.16510
H  -3.83599  4.64895  3.15115
H  -3.25994  2.29518  2.60373
H  -2.93990  3.32456  -1.52706
H  -3.51493  5.68297  -0.98945

Force components x, y, z for each atom (eV/Å):
-0.0062 -0.0160 0.0287
-0.0145 -0.0070 -0.0052
0.0447 0.0167 0.0272
-0.0099 -0.0061 -0.0058
-0.0386 -0.0079 -0.0099
0.0051 -0.0057 -0.0182
0.0028 0.0017 0.0015
-0.0009 -0.0005 0.0006
0.0052 -0.0020 -0.0078
0.0109 0.0109 0.0091
-0.0015 -0.0017 0.0010
0.0019 0.0064 0.0037
0.0053 0.0054 0.0215
0.0191 -0.0002 -0.0054
-0.0277 0.0090 -0.0243
-0.0166 -0.0194 -0.0212
0.0087 0.0561 -0.0111
-0.0093 -0.0079 -0.0080
-0.0034 -0.0097 -0.0010
-0.0063 -0.0007 0.0006
-0.0036 0.0044 -0.0011
0.0148 -0.0154 0.0076
0.0125 -0.0009 0.0059
-0.0010 -0.0057 0.0005
0.0023 -0.0012 -0.0040
0.0002 0.0038 0.0037
0.0000 0.0068 -0.0063
-0.0017 -0.0040 -0.0090
-0.0155 0.0055 -0.0031
0.0025 0.0017 -0.0023
0.0074 -0.0057 -0.0025
-0.0048 0.0064 0.0097
-0.0022 -0.0033 0.0013
-0.0013 0.0018 0.0037
-0.0009 -0.0001 -0.0031
0.0174 -0.0251 0.0077
-0.0103 0.0057 -0.0006
0.0006 0.0024 -0.0018
0.0010 0.0028 -0.0028
-0.0031 -0.0028 0.0025
0.0001 0.0048 -0.0019
-0.0040 -0.0075 0.0001
-0.0001 -0.0010 0.0031
-0.0011 0.0007 0.0000
-0.0044 -0.0017 0.0020
0.0157 -0.0037 0.0081
0.0094 0.0014 0.0009
0.0050 -0.0021 0.0002
-0.0001 0.0012 0.0021
0.0022 0.0007 -0.0015
0.0007 -0.0006 0.0011
-0.0008 -0.0013 -0.0061
-0.0030 0.0015 -0.0022
-0.0003 0.0003 0.0003
0.0002 0.0000 0.0003
-0.0010 -0.0002 0.0019
-0.0091 0.0045 0.0085
-0.0005 -0.0002 0.0039
0.0058 -0.0026 0.0003
0.0003 0.0008 -0.0013
-0.0001 0.0003 -0.0003
0.0005 -0.0009 0.0001
0.0029 -0.0001 0.0037
-0.0016 0.0013 -0.0011
0.0001 0.0001 0.0002
0.0001 -0.0001 0.0000
-0.0002 -0.0002 -0.0008
0.0003 -0.0019 -0.0002
-0.0027 0.0034 -0.0028
0.0008 -0.0029 -0.0006
-0.0069 -0.0004 0.0029
0.0042 0.0024 -0.0061
-0.0012 -0.0087 0.0049
0.0035 0.0018 0.0022
0.0456 0.0048 -0.0009
-0.0329 0.0017 0.0115
-0.0112 0.0003 -0.0118
-0.0001 0.0006 0.0000
0.0005 0.0032 -0.0011
0.0000 0.0012 -0.0016
0.0005 0.0004 0.0001

Calculated values
Charge   +1
Maximum force   0.00112 hartree/bohr
Energy relative to the best compared isomer or geometry (same formula, charge and spin)   0.0 kJ/mol


# C37H36CeIN7O4Si

A structure of composition C37H36CeIN7O4Si (ωB97M-V with the def2-TZVPD basis set, the Open Molecules 2025 dataset).

Positions of all 87 atoms, in Å:
Ce  -0.19088  -0.46827  0.25518
C  0.95445  2.72371  3.39122
C  1.44851  3.74283  2.57309
C  1.05212  3.81206  1.26128
C  0.12272  2.87392  0.77091
N  -0.20581  1.79914  1.51160
C  0.18257  1.75752  2.80274
N  -0.55166  3.20393  -0.38563
C  -1.32940  2.47397  -1.11394
N  -1.40908  1.11773  -1.29196
C  -2.40632  0.87610  -2.22778
N  -2.80435  -0.19242  -2.80282
C  -2.36265  -1.49788  -2.56291
C  -2.87147  -2.46507  -3.43800
C  -2.59329  -3.80222  -3.24021
C  -1.79858  -4.16623  -2.16779
C  -1.29820  -3.16243  -1.37302
N  -1.55462  -1.85391  -1.55056
C  -3.02475  2.17073  -2.63474
C  -4.07822  2.45615  -3.47653
C  -4.43191  3.79401  -3.63093
C  -3.74697  4.80118  -2.94668
C  -2.68876  4.49057  -2.09262
C  -2.35003  3.15924  -1.96220
H  1.20202  2.66225  4.44385
H  2.12203  4.48981  2.97963
H  1.36259  4.61094  0.59934
H  -0.16616  0.90140  3.36953
H  -3.50603  -2.11915  -4.24009
H  -2.99662  -4.55501  -3.91058
H  -1.54565  -5.19870  -1.95728
H  -0.64957  -3.41455  -0.54285
H  -4.60401  1.66095  -3.99506
H  -5.25795  4.05983  -4.28292
H  -4.04561  5.83662  -3.08150
H  -2.14163  5.25538  -1.54984
O  2.42319  0.00066  1.32765
C  3.41462  0.42956  2.24917
C  4.56900  1.16086  1.55730
C  5.64923  0.29115  0.87851
C  5.21639  -0.41553  -0.38621
C  5.66327  -0.02122  -1.64335
C  5.20553  -0.69962  -2.76607
C  4.31445  -1.74685  -2.61110
C  3.89980  -2.06881  -1.32434
N  4.34265  -1.42293  -0.23957
H  2.81873  -0.75016  0.87803
H  3.78265  -0.42836  2.82424
H  2.93685  1.10667  2.93572
H  5.06952  1.78090  2.30846
H  4.12658  1.84264  0.81986
H  5.97876  -0.47416  1.58698
H  6.51574  0.91577  0.64380
H  6.34851  0.81470  -1.73849
H  5.53237  -0.39823  -3.75626
H  3.91569  -2.28790  -3.46253
H  3.14387  -2.83255  -1.15093
O  1.45507  0.86602  -1.14445
C  1.48500  -0.09896  -1.91288
N  1.32675  -1.37844  -1.49154
C  1.42724  -2.20838  -2.61291
O  1.47452  -3.41525  -2.61533
C  1.58807  -1.33965  -3.84633
C  1.68641  -1.65963  -5.18378
C  1.83535  -0.60234  -6.08692
C  1.88881  0.71797  -5.64029
C  1.79515  1.01784  -4.28053
C  1.64133  -0.03795  -3.40872
H  1.63600  -2.69440  -5.51037
H  1.90353  -0.80591  -7.15088
H  2.00545  1.52203  -6.36180
H  1.83025  2.04127  -3.92256
I  0.78901  -2.76205  1.99588
C  -4.63685  -1.77104  0.05456
Si  -3.41970  -1.88573  1.48856
C  -4.41693  -1.46600  3.02546
C  -3.04482  -3.70735  1.67580
O  -2.15095  -0.91202  1.29842
H  -5.64006  -2.07936  0.38693
H  -4.34496  -2.42091  -0.78444
H  -4.70448  -0.74007  -0.33039
H  -5.24508  -2.18469  3.13938
H  -4.84661  -0.45132  2.96174
H  -3.79197  -1.51356  3.93390
H  -3.99224  -4.27175  1.63617
H  -2.54618  -3.92025  2.63273
H  -2.39052  -4.08668  0.88121

Force components x, y, z for each atom (eV/Å):
-1.2244 -0.2270 1.2283
0.1651 0.0906 0.1490
0.0593 0.0931 -0.0588
-0.0134 0.1450 0.0252
-0.3262 -0.0833 -0.2881
0.0312 0.4329 0.0765
-0.2679 -0.1850 -0.3977
0.2469 0.0777 0.5080
-0.0303 -0.2463 -0.0449
-0.4952 0.4124 -0.2231
0.4611 0.3530 0.2102
-0.0148 -0.8259 -0.0894
0.0052 0.2435 0.1543
-0.0969 -0.0502 -0.0602
-0.1424 0.1095 -0.2103
0.0435 -0.1797 -0.0109
0.0540 0.3257 0.1260
-0.1993 -0.0969 -0.1900
-0.0463 -0.2380 0.0493
-0.1434 0.0073 -0.1992
-0.0038 0.0301 0.0481
0.0748 -0.0407 0.0407
-0.0316 0.1943 -0.0842
0.2749 0.0326 0.0969
0.0068 -0.0030 -0.0843
-0.0197 -0.0215 -0.0370
-0.0188 -0.0313 0.0773
0.0121 -0.1006 -0.0559
-0.0234 -0.0253 -0.0406
0.0099 0.0888 0.0357
-0.0227 0.1168 -0.0124
0.1047 0.0664 0.0798
0.0582 0.0671 0.0656
0.0670 -0.0109 0.0449
0.0235 -0.1025 0.0141
-0.0761 -0.0893 -0.0522
-0.0410 0.6527 0.4213
0.2609 -0.2486 -0.4566
-0.0086 0.0340 -0.1654
-0.1436 -0.0797 -0.0163
-0.3594 -0.0803 -0.0295
0.0218 0.0194 0.0399
0.0220 0.0489 -0.0165
0.2574 -0.1417 -0.0090
0.3497 0.0406 0.4990
0.0981 0.0086 -0.2123
0.1651 -0.6394 -0.3873
0.0229 -0.0069 -0.0005
-0.2263 0.2503 0.2363
0.0243 -0.0188 0.0055
0.0549 -0.0313 0.0838
0.0226 0.0114 0.0193
-0.0467 0.0041 0.0345
-0.0345 -0.0735 0.0087
-0.0128 -0.0278 0.0559
0.2106 0.0362 0.1442
0.5208 -0.0053 0.0906
0.1171 0.2635 -0.3663
0.3005 0.1187 -0.5099
0.0383 -0.1000 -1.1614
-0.1682 0.4675 -0.0247
-0.1819 -0.1529 0.0148
-0.2486 -0.1973 0.0618
-0.0515 0.0091 -0.1380
-0.0049 -0.0792 0.1023
0.0414 -0.0146 0.0216
-0.0058 0.1476 -0.0713
-0.0223 0.2073 0.2524
0.0132 0.1236 0.0045
0.0002 0.0042 0.0888
-0.0270 -0.1044 0.0817
-0.0059 -0.0798 -0.0015
0.2841 -0.9058 0.5591
-0.1383 0.1635 -0.3074
-0.1223 0.1746 0.0399
-0.1293 0.2800 0.3667
0.1996 -0.4303 0.0769
0.2642 0.0214 -0.2261
0.1881 0.0456 -0.1092
-0.0739 0.1398 0.1641
-0.0090 -0.2788 0.0944
0.1887 0.2016 0.0113
0.1147 -0.3066 0.0484
-0.1996 0.0119 -0.2831
0.2350 0.1200 0.0363
-0.1097 0.0351 -0.2295
-0.1467 0.0331 0.1673

Calculated values
Charge   -1
<S²>   0.75
Maximum force   0.03401 hartree/bohr
Energy relative to the best compared isomer or geometry (same formula, charge and spin)   47.8 kJ/mol
Spin multiplicity   2


- Which of these has the highest maximum force?
  C37H36CeIN7O4Si


- Which of these has the lowest charge?
  C37H36CeIN7O4Si